Record 1
C3H12N2O | ωB97M-V with the def2-TZVPD basis set

Computed properties:
multiplicity = 1
frontier orbital gap = 10.0 eV
SMILES = NCCCN.O
energy = -8332.6948 eV
molecular weight = 92.1 g/mol
relative energy (zero: lowest compared OMol25 entry of this formula, charge and spin) = 0.627 eV
highest occupied orbital energy = -0.330 hartree

Geometry as XYZ:
```
18
C3H12N2O ωB97M-V with the def2-TZVPD basis set
N 2.2318 -0.4509 0.6073
C 1.8380 0.0299 -0.7025
C 0.2963 0.0993 -0.7893
C -0.1875 0.3466 -2.2177
N -1.6155 0.5380 -2.3787
H 3.2397 -0.5622 0.6205
H 1.7039 -1.1919 1.0077
H 2.0812 -0.6497 -1.5279
H 2.2954 0.9835 -0.9744
H -0.0804 -0.8888 -0.5205
H 0.0198 0.9459 -0.1577
H 0.0240 -0.5853 -2.7435
H 0.4189 1.1172 -2.7033
H -2.1641 -0.2762 -2.5583
H -2.0558 0.9439 -1.5610
O -2.8025 -0.4572 5.3211
H -3.1287 0.4293 5.3100
H -2.1146 -0.3715 5.9683
```

Results of the natural (NBO) charge analysis, in e, for atoms 1 through 8: atom 1 (N): -0.85, atom 2 (C): -0.20, atom 3 (C): -0.41, atom 4 (C): -0.21, atom 5 (N): -0.84, atom 6 (H): 0.36, atom 7 (H): 0.37, atom 8 (H): 0.15

Record 2
C14H38BN2O5S | ωB97M-V with the def2-TZVPD basis set

Computed properties:
net charge = -1
multiplicity = 1
frontier orbital gap = 7.6 eV
energy = -39858.9215 eV
molecular weight = 357.3 g/mol
relative energy (zero: lowest compared OMol25 entry of this formula, charge and spin) = 4.244 eV
highest occupied orbital energy = -0.180 hartree

Geometry as XYZ:
```
61
C14H38BN2O5S ωB97M-V with the def2-TZVPD basis set
C 2.6119 -1.7244 1.8835
C 2.6737 -0.1460 2.3354
B 1.8859 0.8764 1.2639
C 1.1687 2.1532 2.0110
C -0.4557 2.0233 2.2049
C -0.9373 0.8836 3.2813
C -1.0925 -0.6297 2.6707
S -2.1105 -0.7566 1.1035
O -3.4080 0.1355 1.1295
O -2.5991 -2.2539 0.9959
O -1.1813 -0.5052 -0.3448
H 1.9024 -2.3190 2.6373
H 2.1096 -1.7861 0.8154
H 3.6703 -2.2682 1.8885
H 3.8183 0.1544 2.3615
H 2.1885 -0.0317 3.4145
H 2.7126 1.3058 0.5093
H 1.1518 0.2138 0.6160
H 1.6859 2.3302 3.0548
H 1.3506 3.0964 1.3022
H -0.8173 3.0705 2.6502
H -1.0318 1.9233 1.1709
H -0.2017 0.8883 4.2132
H -2.0022 1.1718 3.7320
H -0.0423 -1.1134 2.4883
H -1.6236 -1.3019 3.4984
H -0.9541 0.4651 -0.4473
C 7.3300 0.2278 -2.3846
C 6.0341 -0.5251 -2.0939
C 4.8366 0.4038 -1.7862
O 4.8542 0.9710 -0.4724
C 5.6761 2.1211 -0.3414
N 6.2708 -1.4790 -1.0008
H 7.7989 0.6255 -1.4806
H 8.0614 -0.4411 -2.8527
H 7.1545 1.0602 -3.0738
H 5.7830 -1.0941 -2.9974
H 3.9218 -0.2001 -1.8327
H 4.7278 1.1869 -2.5460
H 5.6802 2.7328 -1.2482
H 6.6917 1.8245 -0.0759
H 5.2847 2.7263 0.4822
H 5.4323 -2.0469 -0.8762
H 6.3255 -0.9374 -0.1326
C -5.9585 -1.7800 -2.7457
C -5.5728 -1.1876 -1.3926
C -6.7804 -0.9517 -0.4556
O -7.5655 0.1983 -0.7857
C -8.5134 -0.0162 -1.8206
N -4.8118 0.0507 -1.6127
H -6.4066 -1.0426 -3.4171
H -5.0713 -2.1739 -3.2549
H -6.6653 -2.6074 -2.6252
H -4.9134 -1.9125 -0.9001
H -6.3917 -0.7620 0.5526
H -7.4122 -1.8446 -0.3794
H -8.9290 -1.0278 -1.7982
H -8.0583 0.1886 -2.7906
H -9.3322 0.6972 -1.6846
H -4.4731 0.3898 -0.7119
H -5.4811 0.7698 -1.9042
```

Results of the natural (NBO) charge analysis, in e, for atoms 1 through 8: atom 1 (C): -0.64, atom 2 (C): -0.62, atom 3 (B): -0.20, atom 4 (C): -0.62, atom 5 (C): -0.40, atom 6 (C): -0.42, atom 7 (C): -0.62, atom 8 (S): 2.10

Record 3
C9H11B | ωB97M-V with the def2-TZVPD basis set

Computed properties:
multiplicity = 1
frontier orbital gap = 8.6 eV
energy = -10183.5659 eV
molecular weight = 130.0 g/mol
relative energy (zero: lowest compared OMol25 entry of this formula, charge and spin) = 3.583 eV
highest occupied orbital energy = -0.293 hartree

Geometry as XYZ:
```
21
C9H11B ωB97M-V with the def2-TZVPD basis set
B 0.8586 -0.4430 0.2119
C -3.2760 0.5908 -0.1730
C -2.4508 1.2195 0.7662
C -2.7609 -0.4725 -0.9078
C -1.1164 0.8113 0.8590
C -1.3935 -0.8683 -0.8268
C -0.5893 -0.2066 0.1486
C 3.6143 1.0960 -0.1989
C 2.4378 0.9051 -0.7312
C 1.5716 -1.7385 0.6792
H -4.2531 0.8307 -0.3547
H -2.8947 2.0472 1.3242
H -3.4707 -1.0050 -1.5232
H -0.4315 1.2587 1.5091
H -1.1373 -1.7984 -1.2177
H 4.2252 2.0268 -0.6214
H 4.0655 0.5201 0.4993
H 2.0062 1.2701 -1.6279
H 0.9364 -2.4533 0.1319
H 1.4493 -1.9090 1.7438
H 2.6095 -1.6818 0.3096
```

Results of the natural (NBO) charge analysis, in e, for atoms 1 through 8: atom 1 (B): 0.98, atom 2 (C): -0.21, atom 3 (C): -0.19, atom 4 (C): -0.19, atom 5 (C): -0.18, atom 6 (C): -0.17, atom 7 (C): -0.52, atom 8 (C): -0.45

Record 4
C27H35ClN4O4STeZr | ωB97M-V with the def2-TZVPD basis set

Computed properties:
net charge = +2
multiplicity = 1
frontier orbital gap = 6.9 eV
energy = -74638.5710 eV
molecular weight = 765.9 g/mol
relative energy (zero: lowest compared OMol25 entry of this formula, charge and spin) = 1.022 eV
highest occupied orbital energy = -0.438 hartree

Geometry as XYZ:
```
74
C27H35ClN4O4STeZr ωB97M-V with the def2-TZVPD basis set
Zr 0.4205 -0.2770 -0.1835
C 1.0437 -0.7662 5.3962
N 0.5119 -0.0361 4.2355
C -0.4171 1.0697 4.4987
C 0.8466 -0.3659 3.0082
O 0.3942 0.2124 1.9895
C 1.8137 -1.5152 2.8185
O 2.1144 -1.6220 1.4460
C 3.4464 -1.4365 1.0135
C 3.4961 -0.1512 0.2057
O 2.4349 0.5179 0.1167
N 4.6160 0.1971 -0.3725
C 4.7089 1.4257 -1.1731
C 5.8090 -0.6587 -0.3311
H 2.1095 -0.5817 5.5362
H 0.8739 -1.8383 5.3014
H 0.5255 -0.4224 6.2838
H 0.1043 1.8704 5.0228
H -1.2364 0.7152 5.1218
H -0.8063 1.4499 3.5624
H 1.3263 -2.4429 3.1259
H 2.7103 -1.3800 3.4255
H 3.7058 -2.2848 0.3827
H 4.1390 -1.3913 1.8527
H 3.7845 1.9819 -1.1018
H 4.9004 1.1734 -2.2157
H 5.5307 2.0324 -0.7985
H 5.9598 -1.0931 0.6548
H 6.6766 -0.0526 -0.5696
H 5.7365 -1.4597 -1.0680
C -3.1462 -1.0180 1.6869
C -2.6863 -0.0472 0.6521
O -1.5721 -0.1492 0.0614
N -3.4967 0.9337 0.3124
C -3.1457 1.9973 -0.6560
C -2.4051 3.1752 -0.0225
C -3.0746 4.3820 0.1403
C -2.4113 5.4559 0.7174
C -1.0943 5.2896 1.1049
C -0.5100 4.0494 0.9167
N -1.1404 3.0060 0.3747
H -2.4227 -1.8180 1.7955
H -4.1013 -1.4474 1.3800
H -3.2875 -0.5090 2.6434
H -4.4016 0.9763 0.7529
H -4.0739 2.3674 -1.0802
H -2.5659 1.5397 -1.4512
H -4.1026 4.4814 -0.1892
H -2.9174 6.4044 0.8543
H -0.5323 6.1083 1.5367
H 0.5183 3.8769 1.2155
Te -0.1050 -3.0778 0.2206
C -1.5359 -3.5443 -1.2631
C -1.4562 -4.6247 -2.0936
C -2.6009 -4.7974 -2.9322
C -3.5482 -3.8513 -2.7213
S -3.0587 -2.7520 -1.4993
H -0.5983 -5.2884 -2.1053
H -2.6994 -5.6008 -3.6528
H -4.5133 -3.7349 -3.1977
Cl 0.5533 1.7684 -1.8902
C -0.2016 0.6569 -3.0371
C -1.1851 1.1236 -3.8927
C -1.7577 0.2290 -4.7771
C -1.3423 -1.1005 -4.7788
C -0.3559 -1.5332 -3.9156
C 0.2605 -0.6611 -3.0140
C 1.3642 -1.0376 -2.0878
H -1.4758 2.1682 -3.8860
H -2.5099 0.5754 -5.4745
H -1.7880 -1.7994 -5.4754
H -0.0358 -2.5664 -3.9368
H 2.2338 -0.4074 -2.2976
H 1.6462 -2.0695 -2.2220
```

Results of the Löwdin charge analysis, in e, for atoms 1 through 8: atom 1 (Zr): 1.47, atom 2 (C): 0.01, atom 3 (N): -0.10, atom 4 (C): 0.02, atom 5 (C): -0.37, atom 6 (O): -0.12, atom 7 (C): -0.10, atom 8 (O): -0.32

Record 5
C5H15N2 | ωB97M-V with the def2-TZVPD basis set

Computed properties:
net charge = +1
multiplicity = 1
frontier orbital gap = 10.2 eV
SMILES = CC[NH2+]CCNC
energy = -8400.1709 eV
molecular weight = 103.2 g/mol
relative energy (zero: lowest compared OMol25 entry of this formula, charge and spin) = 2.506 eV
highest occupied orbital energy = -0.484 hartree

Geometry as XYZ:
```
22
C5H15N2 ωB97M-V with the def2-TZVPD basis set
C 2.2479 0.9569 0.8032
C 1.8845 0.4366 -0.5555
N 0.4073 0.5134 -0.9849
C -0.2325 -0.8131 -1.1363
C -0.5624 -1.2640 0.2824
N -1.2293 -0.2399 1.1005
C -2.5714 0.3693 0.5818
H 3.3411 0.9448 1.0087
H 1.7517 0.3179 1.5692
H 2.0943 2.0926 0.9050
H 2.1272 -0.6998 -0.6754
H 2.4558 0.8984 -1.4210
H 0.2108 1.0864 -1.8159
H -0.2383 0.8395 -0.2404
H 0.3866 -1.5394 -1.5961
H -1.1081 -0.8323 -1.7923
H 0.2294 -1.9502 0.5068
H -1.2177 -2.1224 0.1792
H -1.3315 -0.5390 2.0900
H -3.4174 0.3582 1.3656
H -2.4627 1.3660 0.2523
H -2.7651 -0.1800 -0.4270
```

Results of the natural (NBO) charge analysis, in e, for atoms 1 through 8: atom 1 (C): -0.67, atom 2 (C): -0.22, atom 3 (N): -0.54, atom 4 (C): -0.24, atom 5 (C): -0.30, atom 6 (N): -0.69, atom 7 (C): -0.43, atom 8 (H): 0.27

Record 6
C13H10AuCl5N | ωB97M-V with the def2-TZVPD basis set

Computed properties:
net charge = -1
<S²> = 2.0133
multiplicity = 3
frontier orbital gap (alpha / beta) = 5.5 / 5.9 eV
energy = -81432.9123 eV
molecular weight = 554.5 g/mol
relative energy (zero: lowest compared OMol25 entry of this formula, charge and spin) = 0.000 eV
highest occupied orbital energy (alpha / beta) = -0.101 / -0.118 hartree

Geometry as XYZ:
```
30
C13H10AuCl5N ωB97M-V with the def2-TZVPD basis set
C 1.0298 -1.6542 -2.6693
C 0.0771 -0.7040 -3.1559
C -1.1548 -0.9018 -2.4620
C -0.9674 -1.9889 -1.5244
C 0.3842 -2.4627 -1.6711
Au 0.2453 -0.1893 -0.6120
N 2.1313 -0.0679 0.1308
C 2.6603 1.1503 -0.4511
C 1.4409 1.5361 -1.2819
H -2.1007 -0.4251 -2.7250
H 0.2248 -0.0065 -3.9832
H -1.7536 -2.4730 -0.9380
H 0.8112 -3.3421 -1.1928
H 2.0245 -1.8097 -3.0704
H 1.5915 1.4384 -2.3559
H 2.8738 1.9089 0.3368
H 2.7491 -0.8051 0.4526
H 0.9189 2.4122 -0.8993
H 3.6140 0.9916 -1.0064
Cl 1.7279 0.5265 2.6032
C 0.0225 0.5573 2.4157
C -0.6486 0.3342 1.2169
C -2.0331 0.4132 1.1917
Cl -2.9087 0.2329 -0.2740
C -2.7884 0.6535 2.3576
Cl -4.4938 0.6863 2.3001
C -2.1101 0.8632 3.5786
Cl -2.9893 1.1870 4.9952
C -0.7047 0.8279 3.6142
Cl 0.1262 1.1109 5.0793
```

Results of the natural (NBO) charge analysis, in e, for atoms 1 through 8: atom 1 (C): -0.31, atom 2 (C): -0.34, atom 3 (C): -0.37, atom 4 (C): -0.40, atom 5 (C): -0.36, atom 6 (Au): 1.20, atom 7 (N): -0.98, atom 8 (C): -0.27

Q: The lowest molecular weight belongs to which entry?
A: C3H12N2O